--- i ---
Molecular formula: C15H17N3O4S2
Method: DFT, ωB97M-V/def2-TZVPD

Output
HOMO-LUMO gap in Eh: 0.2898
LUMO level in eV: -0.64
HOMO in hartree: -0.31353

ORCA input file:
```
! wB97M-V def2-TZVPD RIJCOSX def2/J DEFGRID3
* xyz 0 1
C -1.2630 4.5319 0.5235
H -0.7788 5.4198 0.7277
H -1.4350 3.8632 1.3966
H -2.0418 4.7176 -0.2017
O -0.0859 3.9969 -0.3862
C -0.4477 2.7582 -0.6726
C 0.5098 2.1938 -1.3121
C 0.7147 0.8419 -1.8568
C -0.4980 0.1762 -1.6749
C -1.6839 0.6848 -1.0855
C -1.4924 1.9478 -0.3224
H -2.2713 2.4828 0.0742
H -2.5637 0.2071 -1.1392
S -0.7266 -1.6339 -2.1163
O -1.9795 -1.8644 -2.5712
O 0.1744 -1.8343 -3.0848
N -0.5203 -2.2932 -0.8313
C -0.9955 -3.6344 -0.5261
C -0.0219 -4.3016 0.6939
H -0.1957 -5.2686 0.8489
H -0.4709 -3.7066 1.5730
C 1.1827 -3.5481 0.6318
H 1.8196 -3.4600 1.4819
H 1.7340 -4.2543 -0.0415
C 1.2957 -2.3100 -0.2906
H 1.6588 -2.2879 -1.2379
C 1.1956 -0.9889 0.3808
O 2.4516 -0.6049 0.7162
N 0.0810 -0.5614 1.2931
C 0.1262 0.5077 1.9468
N -0.7363 0.9755 2.6147
C -0.4163 2.2480 3.1128
C 0.7662 2.5442 3.0760
S 1.6418 1.5366 2.0082
H 1.1997 3.5267 3.4116
H -1.2440 2.5729 3.8735
H -0.5398 -1.0933 1.0079
H -2.2106 -3.6893 -0.2605
H -0.6800 -4.2939 -1.3671
H 1.3885 0.3806 -2.1626
H 1.4459 2.5799 -1.4401
*
```

Atomic partial charges in e from the Mulliken method, atoms 1 to 2:
1. C -0.898
2. H 0.383



--- ii ---
Molecular formula: C15H17N3O4S2
Method: DFT, ωB97M-V/def2-TZVPD

Output
HOMO-LUMO gap in Eh: 0.3257
LUMO level in eV: 0.56
SMILES: CNC(=O)NC(=O)COC(=O)CCCSc1nc2ccccc2s1
HOMO in hartree: -0.30524

ORCA input file:
```
! wB97M-V def2-TZVPD RIJCOSX def2/J DEFGRID3
* xyz 0 1
C -1.2898 1.7827 3.0744
N -1.1117 1.6789 1.6457
C -0.6024 2.6986 0.9361
O -0.2952 3.7763 1.3870
N -0.4093 2.4622 -0.4457
C -0.9493 1.6386 -1.3896
O -0.5364 1.6553 -2.5236
C -2.1292 0.7491 -0.9892
O -1.7014 -0.3716 -0.2157
C -1.8707 -1.6083 -0.7384
O -2.3709 -1.8170 -1.8042
C -1.4095 -2.6483 0.2543
C -1.0536 -3.9728 -0.4193
C 0.3816 -4.0195 -0.9220
S 0.6893 -2.9924 -2.4055
C 1.2519 -1.5233 -1.6947
N 1.2517 -1.2613 -0.4355
C 1.7845 -0.0292 -0.1829
C 1.9205 0.5530 1.0737
C 2.4705 1.8144 1.1672
C 2.8870 2.5018 0.0298
C 2.7645 1.9400 -1.2278
C 2.2135 0.6748 -1.3295
S 1.9191 -0.2812 -2.7532
H -0.5748 1.1501 3.6040
H -2.3024 1.4837 3.3478
H -1.1270 2.8205 3.3591
H -1.1815 0.7614 1.2329
H 0.2528 3.1262 -0.8388
H -2.5950 0.3824 -1.9107
H -2.8502 1.3167 -0.3931
H -2.2419 -2.7963 0.9475
H -0.5613 -2.2497 0.8112
H -1.7397 -4.1426 -1.2519
H -1.1780 -4.7861 0.2988
H 1.0843 -3.6817 -0.1623
H 0.6351 -5.0306 -1.2396
H 1.6022 0.0080 1.9487
H 2.5773 2.2807 2.1344
H 3.3107 3.4888 0.1328
H 3.0849 2.4674 -2.1123
*
```

Atomic partial charges in e from the Mulliken method, atoms 1 to 2:
1. C -1.080
2. N 0.120



Of them, the most stable is ii and the least stable is i.



--- i ---
Molecular formula: C33H32ClN3O4RbS5
Method: DFT, ωB97M-V/def2-TZVPD

Output
HOMO-LUMO gap in Eh: 0.2449
LUMO level in eV: 1.96
HOMO in hartree: -0.17279

ORCA input file:
```
! wB97M-V def2-TZVPD RIJCOSX def2/J DEFGRID3
* xyz -1 1
Rb -0.4480 -0.1744 0.4701
C -0.1055 -1.9036 3.9488
C 0.5504 -1.1361 5.0930
S 1.3677 0.3996 4.5816
C 3.0043 0.2015 5.3269
C 3.8018 -1.0418 4.9359
S 4.0690 -1.1813 3.1528
C 3.6345 -2.9054 2.8369
C 2.2286 -3.3709 3.2198
S 0.9139 -2.3437 2.5261
H -0.9128 -1.3164 3.5033
H -0.5794 -2.8003 4.3567
H 1.2821 -1.7598 5.6068
H -0.2253 -0.8978 5.8233
H 2.9249 0.2405 6.4165
H 3.5452 1.0989 5.0185
H 3.2921 -1.9406 5.2809
H 4.7617 -1.0101 5.4565
H 4.3650 -3.5729 3.3004
H 3.7527 -3.0029 1.7568
H 2.0989 -3.4108 4.3028
H 2.1088 -4.3874 2.8421
Cl -7.3625 2.5327 -0.1927
C -5.7482 2.2401 0.4241
C -4.8589 3.3221 0.5699
C -3.5971 3.1167 1.0425
C -3.0933 1.8066 1.3991
O -1.9122 1.6572 1.7906
C -4.0484 0.7273 1.2535
C -3.7746 -0.6469 1.6092
O -2.7283 -1.1542 1.9894
C -5.3484 0.9836 0.7700
H -5.1912 4.3191 0.3045
H -2.9061 3.9433 1.1562
H -4.6713 -1.2983 1.5151
H -6.0394 0.1533 0.6694
O 0.0411 -0.7576 -4.1204
S -0.4571 -0.0771 -2.9315
O -1.2238 -0.9321 -2.0280
N 0.5952 0.6205 -2.0436
C 1.4948 1.5821 -2.4087
C 1.7378 2.0559 -3.6843
C 2.6934 3.0654 -3.9154
C 3.4247 3.6092 -2.8995
C 3.2173 3.1509 -1.5749
C 3.9368 3.6539 -0.4676
C 3.6872 3.1650 0.7809
C 2.7035 2.1653 0.9308
N 2.0130 1.6782 -0.0672
C 2.2563 2.1477 -1.3186
C -1.6002 1.1667 -3.4992
C -2.2923 1.9107 -2.5501
C -3.1948 2.8759 -2.9619
C -3.3960 3.1035 -4.3192
C -2.6963 2.3640 -5.2608
C -1.7947 1.3885 -4.8518
H 1.2006 1.6293 -4.5209
H 2.8482 3.4068 -4.9324
H 4.1622 4.3809 -3.0856
H 4.6828 4.4239 -0.6308
H 4.2219 3.5250 1.6502
H 2.4884 1.7557 1.9141
H -2.1339 1.7362 -1.4927
H -3.7428 3.4412 -2.2192
H -4.1026 3.8587 -4.6403
H -2.8511 2.5420 -6.3177
H -1.2422 0.7948 -5.5679
S 2.5093 -3.9099 -0.6111
C 1.0912 -4.3184 -1.4061
N 0.5220 -3.4500 -2.2959
C -0.6195 -3.6695 -2.9852
C -1.2928 -4.8411 -2.8328
C -0.7700 -5.7866 -1.9281
C 0.3801 -5.5389 -1.2370
H 0.9857 -2.5550 -2.4149
H -0.9218 -2.8541 -3.6240
H -2.2079 -5.0148 -3.3772
H -1.2891 -6.7249 -1.7730
H 0.7848 -6.2550 -0.5380
*
```

Atomic partial charges in e from the Mulliken method, atoms 1 to 2:
1. Rb 1.058
2. C -0.483



--- ii ---
Molecular formula: C33H32ClN3O4RbS5
Method: DFT, ωB97M-V/def2-TZVPD

Output
HOMO-LUMO gap in Eh: 0.2457
LUMO level in eV: 1.99
HOMO in hartree: -0.17241

ORCA input file:
```
! wB97M-V def2-TZVPD RIJCOSX def2/J DEFGRID3
* xyz -1 1
Rb -0.1895 0.7048 0.4103
C -0.0180 -3.0350 1.4814
C 1.3499 -3.6997 1.5481
S 2.6748 -2.8101 0.6980
C 3.3256 -4.0845 -0.4045
C 2.3434 -4.7310 -1.3758
S 1.5646 -3.5453 -2.4929
C -0.1661 -4.0425 -2.4146
C -0.8426 -4.0401 -1.0480
S -0.6435 -2.5055 -0.1217
H -0.0254 -2.1168 2.0740
H -0.7409 -3.6970 1.9682
H 1.3009 -4.7148 1.1507
H 1.6184 -3.8020 2.6033
H 3.8219 -4.8730 0.1709
H 4.1130 -3.5734 -0.9629
H 1.5618 -5.2489 -0.8227
H 2.8781 -5.5033 -1.9369
H -0.2992 -5.0319 -2.8645
H -0.6807 -3.3374 -3.0688
H -0.4791 -4.8646 -0.4310
H -1.9058 -4.2211 -1.2234
Cl -1.1084 5.0273 6.3571
C -0.4563 3.8411 5.2470
C 0.8474 4.0136 4.7508
C 1.3830 3.1146 3.8790
C 0.6576 1.9514 3.4179
O 1.1681 1.1590 2.5928
C -0.6729 1.8074 3.9613
C -1.5542 0.7043 3.6439
O -1.3724 -0.2086 2.8542
C -1.1898 2.7567 4.8606
H 1.4216 4.8753 5.0715
H 2.3828 3.2479 3.4880
H -2.5129 0.7325 4.2092
H -2.1955 2.6224 5.2434
O -2.1918 3.6245 -2.4366
S -1.3783 3.2426 -1.2825
O -2.0514 2.3342 -0.3574
N -0.0084 2.6139 -1.5945
C 0.9691 3.2167 -2.3348
C 0.8697 4.4028 -3.0233
C 1.9724 4.9302 -3.7276
C 3.1723 4.2838 -3.7651
C 3.3128 3.0470 -3.0839
C 4.5203 2.3125 -3.0904
C 4.5912 1.1256 -2.4248
C 3.4395 0.6735 -1.7415
N 2.3118 1.3270 -1.7075
C 2.2263 2.5083 -2.3711
C -1.1387 4.7489 -0.3523
C -0.4072 4.6971 0.8284
C -0.2600 5.8388 1.5974
C -0.8342 7.0333 1.1824
C -1.5504 7.0842 -0.0007
C -1.7062 5.9389 -0.7729
H -0.0706 4.9361 -3.0480
H 1.8441 5.8695 -4.2507
H 4.0151 4.6928 -4.3077
H 5.3740 2.7085 -3.6287
H 5.4953 0.5328 -2.4073
H 3.4649 -0.2689 -1.2025
H 0.0437 3.7708 1.1580
H 0.2955 5.7855 2.5233
H -0.7251 7.9240 1.7880
H -1.9946 8.0151 -0.3276
H -2.2656 5.9563 -1.6964
S -2.5661 -1.2931 -3.2025
C -3.8686 -0.3471 -2.7418
N -3.6986 0.9909 -2.5466
C -4.6331 1.8472 -2.0985
C -5.8970 1.4067 -1.8459
C -6.1652 0.0381 -2.0675
C -5.1936 -0.8092 -2.5006
H -2.7740 1.3718 -2.7215
H -4.2736 2.8557 -1.9642
H -6.6452 2.0880 -1.4774
H -7.1600 -0.3505 -1.8845
H -5.3854 -1.8600 -2.6627
*
```

Atomic partial charges in e from the Mulliken method, atoms 1 to 2:
1. Rb 1.105
2. C -0.499



Of them, the most stable is i and the least stable is ii.



--- i ---
Molecular formula: C3H5N2O3
Method: DFT, ωB97M-V/def2-TZVPD

Output
HOMO-LUMO gap in Eh: 0.1241
LUMO level in eV: 0.73
HOMO in hartree: -0.09718

ORCA input file:
```
! wB97M-V def2-TZVPD RIJCOSX def2/J DEFGRID3
* xyz -1 1
O -10.9750 0.2875 1.6757
C -10.8148 0.5286 0.4869
N -11.0600 1.6731 -0.1759
C 18.6934 -0.1053 0.0531
O 19.6954 -0.0677 0.6362
O 17.6780 0.2450 -0.3783
C -10.2479 -0.7500 -0.3014
N -9.7357 -1.5785 -1.6890
H -11.9489 1.5442 -0.6692
H -9.3481 -0.8715 0.3007
H -10.9057 -1.5291 0.0905
H -10.3305 -0.5699 -1.4958
H -8.8245 -1.1589 -1.9122
*
```

Atomic partial charges in e from the Mulliken method, atoms 1 to 2:
1. O -0.626
2. C 0.304



--- ii ---
Molecular formula: C3H5N2O3
Method: DFT, ωB97M-V/def2-TZVPD

Output
HOMO-LUMO gap in Eh: 0.3137
LUMO level in eV: 3.79
HOMO in hartree: -0.17426

ORCA input file:
```
! wB97M-V def2-TZVPD RIJCOSX def2/J DEFGRID3
* xyz -1 1
C 2.9400 -1.4260 -1.6984
C 0.9443 -1.3043 0.1851
C -0.1532 -0.3834 0.7161
N -1.0827 1.6817 0.0382
N -0.1418 0.6434 -0.0643
O 3.1581 -0.6863 -2.6700
O 3.4118 -2.4282 -1.2005
O 1.6898 -0.8553 -1.0202
H 1.8767 -1.3332 0.9645
H 0.4515 -2.3734 0.2397
H -1.5652 1.7378 -0.8691
H -1.7945 1.5444 0.7652
H 0.5938 0.7770 -0.7998
*
```

Atomic partial charges in e from the Mulliken method, atoms 1 to 2:
1. C 0.575
2. C 0.034



Of them, the most stable is ii and the least stable is i.



--- i ---
Molecular formula: C5H13N2S
Method: DFT, ωB97M-V/def2-TZVPD

Output
HOMO-LUMO gap in Eh: 0.2333
LUMO level in eV: 3.79
SMILES: CNC[C@@H](C[S-])NC
HOMO in hartree: -0.09393

ORCA input file:
```
! wB97M-V def2-TZVPD RIJCOSX def2/J DEFGRID3
* xyz -1 1
C 1.0737 -2.2954 1.6124
N 0.4130 -2.6172 0.3363
C -0.2230 -1.4461 -0.3265
C 0.4734 -0.0943 -0.2727
C -0.0795 0.7699 -1.4622
S -1.6464 1.6240 -1.1518
N 0.2113 0.5965 0.9905
C 1.1516 1.7071 1.2400
H 0.6731 -3.0077 2.3436
H 0.7883 -1.3238 1.9665
H 2.1662 -2.3462 1.6148
H 1.1244 -2.8917 -0.3160
H -0.3315 -1.6846 -1.3918
H -1.2755 -1.3827 -0.0356
H 1.5583 -0.1080 -0.4086
H -0.0915 0.1135 -2.3373
H 0.6720 1.5259 -1.7193
H -0.7253 1.0013 0.9098
H 0.5622 2.5790 1.5275
H 1.8024 1.9111 0.3974
H 1.7556 1.4712 2.1160
*
```

Atomic partial charges in e from the Mulliken method, atoms 1 to 2:
1. C -0.702
2. N -0.407



--- ii ---
Molecular formula: C5H13N2S
Method: DFT, ωB97M-V/def2-TZVPD

Output
HOMO-LUMO gap in Eh: 0.1906
LUMO level in eV: 2.79
HOMO in hartree: -0.08795

ORCA input file:
```
! wB97M-V def2-TZVPD RIJCOSX def2/J DEFGRID3
* xyz -1 1
C -0.0020 0.4183 -0.8364
C 0.1381 -0.0985 -2.3055
S -0.2223 1.1638 -3.5280
C 0.3498 1.9136 -0.5517
N -0.3394 0.1194 3.4066
C -0.5594 -0.4808 2.2579
C 0.1766 -1.7480 1.8838
N 0.4766 -2.3646 3.2530
H -0.9682 0.2600 -0.4858
H 0.6916 -0.1835 -0.1766
H -0.2584 -1.1834 -2.4854
H 1.2113 -0.4184 -2.4302
H 1.2946 2.2309 -0.8656
H -0.3815 2.5911 -1.0989
H 0.3571 2.1040 0.5345
H -1.0691 0.0013 1.4560
H 0.5605 0.1351 2.5923
H 1.0851 -1.5712 1.3428
H -0.5543 -2.4178 1.3111
H -0.3621 -2.9123 3.4955
H 0.3710 -1.5680 3.9514
*
```

Atomic partial charges in e from the Mulliken method, atoms 1 to 2:
1. C 0.299
2. C -0.799



--- iii ---
Molecular formula: C5H13N2S
Method: DFT, ωB97M-V/def2-TZVPD

Output
HOMO-LUMO gap in Eh: 0.2251
LUMO level in eV: 3.73
SMILES: NCCNCCC[S-]
HOMO in hartree: -0.08812

ORCA input file:
```
! wB97M-V def2-TZVPD RIJCOSX def2/J DEFGRID3
* xyz -1 1
N 1.0642 3.8215 -0.2016
C 0.9862 2.5316 -1.1524
C 1.1792 1.2301 -0.3856
N -0.0113 0.4470 -0.7223
C 0.2657 -0.9090 -1.0430
C -1.1433 -1.7503 -0.9285
C -1.6223 -1.6771 0.5658
S -0.3552 -1.9978 1.8789
H 0.1335 3.9402 0.3133
H 1.6258 3.5274 0.5918
H 0.0073 2.5316 -1.7038
H 1.4933 2.7047 -2.0052
H 1.1865 1.3160 0.8067
H 2.1408 0.8472 -0.5519
H -0.6827 0.5188 0.1013
H 0.8939 -1.3448 -0.3165
H 0.7272 -1.0081 -2.0840
H -0.9238 -2.7482 -1.2181
H -2.0210 -1.4554 -1.6543
H -2.2119 -2.6463 0.8917
H -2.0493 -0.6478 0.8964
*
```

Atomic partial charges in e from the Mulliken method, atoms 1 to 2:
1. N -0.754
2. C -0.635



--- iv ---
Molecular formula: C5H13N2S
Method: DFT, ωB97M-V/def2-TZVPD

Output
HOMO-LUMO gap in Eh: 0.1750
LUMO level in eV: 2.52
HOMO in hartree: -0.08237

ORCA input file:
```
! wB97M-V def2-TZVPD RIJCOSX def2/J DEFGRID3
* xyz -1 1
C -2.1766 0.2747 0.0402
N -1.1398 -0.3621 -0.8053
C 0.1291 0.2613 -0.7215
C 1.2630 -0.5388 -0.1686
S 2.5696 0.6098 0.3042
C 0.4714 0.9646 -2.0246
C -2.0228 -0.2563 1.4730
N -1.9844 -1.6809 1.3882
H -2.1189 1.3636 -0.0263
H -3.1597 -0.0449 -0.3123
H -1.0950 -1.2764 -0.2910
H 0.1430 1.1228 0.1027
H 0.8919 -1.0610 0.7093
H 1.5764 -1.2759 -0.9069
H 0.7187 0.2107 -2.7724
H 1.3384 1.6153 -1.8941
H -0.3713 1.5604 -2.3912
H -2.8436 0.1891 2.0797
H 0.6137 1.7413 0.5997
H -1.5322 -2.0348 2.2236
H -1.1010 0.2081 1.9137
*
```

Atomic partial charges in e from the Mulliken method, atoms 1 to 2:
1. C -0.779
2. N -0.520



Of them, the most stable is i and the least stable is iv.